{"formula": "C3H3O3V", "method": "wB97M-V/def2-TZVPD", "orbital_gap_ev": [6.86, 6.73], "total_charge": 1, "multiplicity": 4, "elements": ["C", "O", "C", "C", "O", "O", "H", "H", "H", "V"], "coordinates": [[-0.221, -1.017, -0.975], [0.022, 0.583, 1.212], [-0.807, 0.908, 0.280], [0.811, -1.235, -0.091], [-1.118, 0.053, -0.651], [-0.987, 2.140, 0.079], [-0.035, -1.005, -2.052], [0.634, -1.684, 0.886], [1.832, -1.159, -0.473], [-0.131, 2.417, 1.785]], "lowdin_spin": [-0.006, 0.029, 0.032, 0.006, 0.005, 0.006, 0.000, 0.000, 0.000, 2.929]}